# 1
Here is CH4N3P in the gas phase at a distorted geometry from the Open Molecules 2025 dataset. Energies are from ωB97M-V/def2-TZVPD.

```
! wB97M-V def2-TZVPD RIJCOSX def2/J DEFGRID3
* xyz 0 1
C -1.622 0.605 1.180
N -0.790 0.590 0.257
N 0.460 0.626 0.208
N 1.155 -0.150 -0.547
P 0.854 -1.589 -1.378
H -2.684 0.916 1.005
H -1.425 0.324 2.209
H 2.085 0.337 -0.895
H 1.967 -1.661 -2.040
*
```

HOMO-LUMO gap (alpha / beta) = 7.065 / 7.319 eV
Energy relative to the best compared isomer or geometry (same formula, charge and spin) = 434.4 kJ/mol

# 2
Here is C2H6N2O in the gas phase at a distorted geometry from the Open Molecules 2025 dataset. Energies are from ωB97M-V/def2-TZVPD.

```
! wB97M-V def2-TZVPD RIJCOSX def2/J DEFGRID3
* xyz 0 1
C -1.576 -0.504 0.123
C 1.344 0.363 0.009
H -1.968 0.003 1.013
H -0.925 -1.344 0.435
H -2.404 -0.853 -0.496
H 0.198 1.987 -0.267
H 2.138 0.985 0.409
H 2.446 -1.161 -0.205
N 0.135 1.012 0.024
N 1.461 -0.865 -0.325
O -0.850 0.378 -0.719
*
```

HOMO-LUMO gap = 10.380 eV
Energy relative to the best compared isomer or geometry (same formula, charge and spin) = 299.1 kJ/mol

# 3
Here is C8H4N2O5Tb as an isolated structure at a distorted geometry from the Open Molecules 2025 dataset. Energies are from ωB97M-V/def2-TZVPD.

```
! wB97M-V def2-TZVPD RIJCOSX def2/J DEFGRID3
* xyz 3 7
O 0.002 -0.001 -4.613
C 0.002 -0.001 -3.507
Tb 0.002 -0.003 -1.168
O 1.972 -2.519 -1.423
C 1.287 -1.641 -1.426
C -1.288 1.644 -1.426
O -1.969 2.514 -1.425
C -1.641 -1.286 -1.427
O -2.514 -1.973 -1.424
C 1.647 1.287 -1.426
O 2.516 1.969 -1.425
N -0.080 -1.145 1.753
C -0.054 -0.750 3.040
C 0.043 0.672 3.080
C 0.079 1.163 1.692
N 0.004 0.050 0.805
H -0.138 -1.995 1.321
H -0.099 -1.384 3.785
H 0.085 1.297 3.887
H 0.144 2.104 1.327
*
```

⟨S²⟩ = 12.64
HOMO-LUMO gap (alpha / beta) = 5.971 / 6.293 eV
Energy relative to the best compared isomer or geometry (same formula, charge and spin) = 712.8 kJ/mol

# 4
Here is C23H25BeN2OSe as an isolated structure at a distorted geometry from the Open Molecules 2025 dataset. Energies are from ωB97M-V/def2-TZVPD.

```
! wB97M-V def2-TZVPD RIJCOSX def2/J DEFGRID3
* xyz -1 1
C 2.309 -0.253 2.874
C 3.061 -0.808 1.836
C 2.868 -0.015 0.650
H 3.765 -1.635 1.905
C 2.010 1.038 0.972
C 1.576 0.916 2.371
H 1.810 1.895 0.331
C -1.832 -2.580 3.219
C -0.424 -2.447 3.055
C -0.189 -2.045 1.709
H 0.366 -2.592 3.796
C -1.444 -1.921 1.052
C -2.466 -2.258 1.986
H 3.374 -0.164 -0.303
H 1.389 1.783 3.034
H 2.307 -0.552 3.923
H -3.536 -2.262 1.767
H 0.792 -1.906 1.238
H -2.344 -2.888 4.122
Be -0.233 0.807 2.242
C -1.623 -1.464 -0.377
C -3.031 -0.892 -0.597
C -1.371 -2.640 -1.323
H -3.781 -1.693 -0.619
H -3.085 -0.369 -1.560
H -3.304 -0.177 0.191
H -2.099 -3.444 -1.163
H -0.367 -3.040 -1.151
H -1.434 -2.321 -2.373
C -0.563 -0.383 -0.764
C -0.878 0.981 -0.283
H -0.545 -0.318 -1.857
H 0.446 -0.672 -0.446
O -0.777 1.253 0.964
N -1.369 1.914 -1.113
C -0.667 2.737 -2.138
H -2.221 2.343 -0.733
C 0.592 2.120 -2.689
C 1.813 2.806 -2.635
H 1.834 3.838 -2.280
C 2.994 2.178 -3.045
H 3.942 2.720 -3.034
C 2.958 0.839 -3.449
H 3.882 0.315 -3.693
C 1.732 0.170 -3.552
H 1.686 -0.907 -3.762
C 0.545 0.894 -3.362
H -0.417 0.511 -3.722
H -0.438 3.709 -1.684
H -1.386 2.919 -2.950
Se -3.129 1.738 5.536
C -1.950 1.253 4.357
N -1.147 0.964 3.526
*
```

HOMO-LUMO gap = 5.150 eV

# 5
Here is C7H11N3S in the gas phase at a distorted geometry from the Open Molecules 2025 dataset. Energies are from ωB97M-V/def2-TZVPD.

```
! wB97M-V def2-TZVPD RIJCOSX def2/J DEFGRID3
* xyz 0 3
C 0.102 -1.899 -2.119
C 2.111 -0.705 -1.693
C 1.159 -1.201 -2.640
C -0.548 -0.431 0.532
C -0.687 2.087 0.358
C -0.164 0.940 2.613
C -0.017 0.927 1.126
N -0.819 -2.624 -2.460
N 1.945 -0.744 -0.378
N -1.713 -0.888 0.643
S 0.506 -1.684 -0.051
H 3.029 -0.064 -1.878
H 1.407 -1.205 -3.676
H -0.652 3.081 0.783
H -1.752 1.878 0.458
H -0.512 1.861 -0.645
H -1.092 0.651 2.893
H 0.150 1.992 2.816
H 0.422 0.234 3.127
H 1.084 1.029 0.949
H -2.436 -0.324 1.039
H -1.523 -2.912 -1.796
*
```

⟨S²⟩ = 2.05
HOMO-LUMO gap (alpha / beta) = 5.758 / 6.711 eV
Energy relative to the best compared isomer or geometry (same formula, charge and spin) = 201.1 kJ/mol

# 6
Here is C27H30N6O3 in the gas phase at a distorted geometry from the Open Molecules 2025 dataset. Energies are from ωB97M-V/def2-TZVPD.

```
! wB97M-V def2-TZVPD RIJCOSX def2/J DEFGRID3
* xyz 0 1
C -6.109 0.428 2.356
H -5.687 1.141 1.651
H -7.169 0.311 2.147
H -5.999 0.839 3.357
C -5.393 -0.919 2.243
C -3.911 -0.757 2.424
C -3.047 -0.824 1.353
C -1.670 -0.635 1.515
C -1.166 -0.362 2.800
C -2.038 -0.300 3.888
C -3.386 -0.497 3.696
H -4.056 -0.453 4.543
H -1.646 -0.092 4.873
N 0.179 -0.165 2.952
C 1.108 -0.147 1.938
O 2.282 0.080 2.187
C 0.570 -0.420 0.609
C -0.745 -0.671 0.430
H -1.122 -0.868 -0.563
C 1.541 -0.361 -0.533
N 1.274 0.771 -1.414
C 2.181 0.788 -2.550
C 2.024 -0.433 -3.379
N 1.064 -0.649 -4.250
N 1.285 -1.848 -4.768
N 2.321 -2.379 -4.273
N 2.834 -1.525 -3.382
C 4.031 -1.832 -2.642
H 4.251 -0.965 -2.015
C 5.197 -2.140 -3.602
H 5.016 -1.729 -4.595
H 6.114 -1.701 -3.208
C 5.299 -3.662 -3.606
C 5.011 -4.019 -2.152
C 3.835 -3.110 -1.796
H 3.784 -2.886 -0.732
H 2.902 -3.590 -2.093
H 4.769 -5.071 -2.015
H 5.876 -3.778 -1.531
H 6.272 -4.012 -3.946
H 4.525 -4.079 -4.251
H 1.911 1.641 -3.178
H 3.239 0.895 -2.243
C 1.270 2.039 -0.694
C -0.077 2.280 -0.062
C -1.217 2.149 -0.841
C -2.493 2.306 -0.311
C -2.579 2.601 1.028
C -1.438 2.749 1.814
C -0.176 2.606 1.292
H 0.699 2.723 1.910
O -1.808 3.023 3.107
C -3.219 3.051 3.105
O -3.695 2.785 1.806
H -3.600 2.285 3.799
H -3.568 4.045 3.430
H -3.377 2.198 -0.916
H -1.102 1.890 -1.882
H 2.060 2.072 0.072
H 1.464 2.841 -1.413
H 2.560 -0.311 -0.110
H 1.446 -1.275 -1.127
H 0.533 0.046 3.878
H -3.426 -1.021 0.361
H -5.784 -1.600 3.004
H -5.595 -1.354 1.263
*
```

HOMO-LUMO gap = 7.890 eV
Energy relative to the best compared isomer or geometry (same formula, charge and spin) = 165.2 kJ/mol